Entry 1:
{"formula": "C17H37N2OPRbS4Sb3", "method": "ωB97M-V/def2-TZVPD", "elements": ["Rb", "C", "Sb", "C", "C", "C", "C", "C", "C", "C", "C", "C", "Sb", "C", "C", "H", "H", "H", "H", "H", "H", "H", "H", "H", "H", "H", "H", "H", "H", "H", "H", "H", "H", "H", "H", "N", "C", "C", "N", "H", "H", "H", "H", "H", "H", "H", "H", "S", "Sb", "S", "S", "S", "C", "P", "C", "C", "O", "H", "H", "H", "H", "H", "H", "H", "H", "H"], "positions_angstrom": [[-0.20236, 1.18507, -2.18019], [-1.10298, -4.72518, -0.23775], [0.71555, -3.65544, -0.62280], [1.83353, -5.31532, 0.33509], [1.12814, -4.57600, -2.57504], [2.57834, -4.64792, -2.89049], [3.25992, -5.86036, -2.74664], [4.61003, -5.98946, -3.03241], [5.31779, -4.88899, -3.49133], [4.66243, -3.67602, -3.63023], [3.30984, -3.52373, -3.31719], [2.68107, -2.18169, -3.40500], [2.96852, -0.89208, -1.64813], [4.22876, -2.16224, -0.46474], [4.74053, 0.05261, -2.49920], [-1.19520, -5.51004, -0.99165], [-1.97435, -4.07537, -0.28147], [-1.03385, -5.18458, 0.74994], [1.46668, -6.28067, -0.02525], [1.65425, -5.26088, 1.41266], [2.90820, -5.25068, 0.15322], [0.55785, -3.99235, -3.29779], [0.68961, -5.57415, -2.52926], [2.70258, -6.72325, -2.39952], [5.10129, -6.94743, -2.90539], [6.37096, -4.96988, -3.73495], [5.21047, -2.80649, -3.98029], [1.60055, -2.21839, -3.53606], [3.11972, -1.59831, -4.21809], [4.97128, -2.64193, -1.10242], [3.64466, -2.91465, 0.06004], [4.71119, -1.51141, 0.26521], [5.46925, -0.70824, -2.78629], [5.18676, 0.70926, -1.75101], [4.47284, 0.64519, -3.37556], [2.21866, -0.79731, 1.74453], [2.53871, 0.26762, 2.68377], [1.79389, 1.54331, 2.31338], [2.04193, 1.90337, 0.91388], [1.21386, -0.84918, 1.55892], [2.52409, -1.70280, 2.07584], [3.61717, 0.46339, 2.64631], [2.28310, 0.03304, 3.72973], [2.14728, 2.35401, 2.95830], [0.72595, 1.38146, 2.51135], [1.51482, 2.74305, 0.69205], [1.59913, 1.16741, 0.36503], [-4.15658, -2.31391, 0.11291], [-2.58731, -0.90279, -0.76815], [-1.19504, -1.90563, -2.41552], [-1.03277, -0.07393, 0.79836], [-3.49773, 1.01700, -1.79149], [-1.95467, 3.48052, 0.62788], [-1.52461, 4.55052, -0.73687], [-1.21372, 6.17482, 0.01527], [-3.03634, 4.74315, -1.69115], [-0.35606, 4.12375, -1.56802], [-2.76011, 3.92879, 1.21298], [-1.09093, 3.29158, 1.26687], [-2.29090, 2.51534, 0.22890], [-2.06461, 6.53206, 0.59588], [-0.99645, 6.88812, -0.78205], [-0.33975, 6.09887, 0.66300], [-3.83578, 5.15532, -1.07324], [-3.32811, 3.74384, -2.02895], [-2.85552, 5.39439, -2.54712]], "forces_ev_per_angstrom": [[-0.0218, 0.2154, 0.0047], [0.0013, 0.0020, -0.0312], [-0.0778, -0.1082, 0.0479], [-0.0061, 0.0185, 0.0522], [-0.1460, 0.0734, 0.0124], [0.0618, -0.1745, 0.0083], [0.0028, 0.0226, -0.0211], [-0.0275, -0.0614, 0.0131], [0.0381, 0.0398, -0.0179], [-0.0093, 0.0327, 0.0066], [0.0478, -0.0248, -0.0380], [-0.0083, 0.1247, 0.0152], [0.0157, 0.0320, 0.0839], [-0.0345, 0.0140, -0.0422], [0.0043, -0.0488, -0.0152], [-0.0036, 0.0037, 0.0075], [0.0124, 0.0326, -0.0039], [0.0227, 0.0176, 0.0067], [0.0144, -0.0028, -0.0094], [0.0296, -0.0080, 0.0038], [0.0050, -0.0138, -0.0029], [0.0268, 0.0314, 0.0266], [0.0390, -0.0200, 0.0411], [-0.0091, 0.0024, -0.0029], [0.0025, 0.0033, -0.0016], [-0.0017, -0.0031, 0.0011], [-0.0019, -0.0082, 0.0006], [-0.0022, -0.0253, -0.0345], [-0.0284, -0.0053, -0.0264], [0.0115, -0.0214, 0.0112], [-0.0052, 0.0092, -0.0124], [0.0088, -0.0144, -0.0006], [0.0068, 0.0229, -0.0082], [-0.0043, 0.0221, -0.0151], [0.0130, 0.0212, 0.0037], [-0.0057, 0.0322, 0.0138], [-0.0158, 0.0651, 0.0157], [0.0112, -0.0545, -0.0151], [-0.0709, -0.0086, 0.0607], [-0.0007, -0.0361, -0.0103], [-0.0119, 0.0072, 0.0100], [0.0061, -0.0225, -0.0168], [0.0049, -0.0169, -0.0093], [-0.0190, 0.0029, 0.0126], [-0.0126, 0.0325, 0.0102], [0.0070, 0.0063, -0.0156], [0.1189, -0.0016, -0.0733], [0.0132, -0.0378, -0.0036], [0.0092, 0.1228, -0.0421], [-0.0897, -0.0831, -0.0780], [-0.0071, 0.0092, 0.0605], [0.0886, -0.0156, 0.0003], [0.0131, -0.1099, -0.0550], [0.0187, 0.0013, 0.0669], [0.0336, 0.0903, -0.1273], [-0.0434, -0.0228, 0.0182], [0.0231, -0.1211, 0.0524], [-0.0179, -0.0162, 0.0091], [0.0123, 0.0337, -0.0205], [-0.0303, 0.0033, 0.0355], [-0.0257, -0.0472, 0.0089], [0.0147, 0.0123, 0.0334], [-0.0016, -0.0081, -0.0015], [-0.0124, -0.0126, -0.0046], [-0.0092, 0.0003, -0.0032], [0.0225, -0.0068, 0.0049]], "multiplicity": 1, "charge": -2, "relative_energy_kj_mol": 30.1, "lumo_ev": 3.6}

---

Entry 2:
{"formula": "C17H38N5O2", "method": "ωB97M-V/def2-TZVPD", "elements": ["C", "O", "C", "C", "C", "C", "C", "C", "C", "C", "C", "N", "C", "N", "C", "N", "N", "N", "C", "H", "H", "H", "H", "H", "H", "H", "H", "H", "H", "H", "H", "H", "H", "H", "H", "H", "H", "H", "H", "H", "H", "H", "H", "H", "H", "H", "H", "C", "C", "O", "C", "C", "H", "H", "H", "H", "H", "H", "H", "H", "H", "H"], "positions_angstrom": [[-3.64182, 2.22545, 6.85769], [-3.07996, 1.46071, 5.72602], [-3.84930, 1.73516, 4.48163], [-3.04139, 1.09954, 3.16272], [-3.76270, 1.75070, 1.84270], [-3.37472, 1.04552, 0.41524], [-3.18396, -0.58113, 0.46780], [-2.41054, -1.16836, -0.89405], [-1.52218, -2.51314, -0.44915], [0.09484, -2.31505, -0.63173], [0.93152, -2.27440, 0.80853], [1.92364, -1.10074, 0.68375], [3.42700, -1.18435, 0.46605], [3.92514, 0.25672, 0.38338], [2.66352, 1.07449, 0.55955], [2.52662, 2.44145, 0.54893], [3.71313, 3.17420, 0.31770], [1.44214, 0.19987, 0.77264], [-0.00310, 0.69305, 0.98568], [-4.68058, 2.67360, 6.48155], [-2.90497, 3.09817, 7.14714], [-3.85216, 1.55288, 7.80804], [-4.11181, 2.86691, 4.33652], [-4.83399, 1.06950, 4.57435], [-1.91600, 1.39477, 3.28816], [-3.22003, -0.07699, 3.25045], [-3.37068, 2.87631, 1.77340], [-4.92823, 1.84904, 2.03903], [-2.46973, 1.63407, -0.05719], [-4.29628, 1.24903, -0.31589], [-4.26893, -1.07474, 0.42342], [-2.56131, -0.98421, 1.37268], [-3.20857, -1.52905, -1.67084], [-1.71981, -0.34748, -1.40116], [-1.77164, -2.87947, 0.63630], [-1.86464, -3.39618, -1.17519], [0.59973, -3.15312, -1.31553], [0.28149, -1.29329, -1.17185], [1.62180, -3.24472, 0.83547], [0.23628, -2.17518, 1.74558], [4.07053, -2.17781, 0.39206], [1.60917, 2.95720, 0.65058], [4.01909, 2.89641, -0.66045], [3.36697, 4.17136, 0.18631], [-0.05643, 1.72114, 1.55176], [-0.43767, 0.84592, -0.09797], [-0.59479, -0.08253, 1.63892], [3.96516, -2.21076, -5.88997], [2.75496, -2.25572, -4.97522], [3.04772, -1.88866, -3.62677], [3.55986, -0.57370, -3.42484], [2.61947, 0.52259, -3.89295], [4.75786, -2.86296, -5.51090], [3.69250, -2.53941, -6.89902], [4.38016, -1.20315, -5.96924], [2.37555, -3.28275, -4.94272], [1.93848, -1.63909, -5.36452], [4.54532, -0.47760, -3.89395], [3.72064, -0.46358, -2.34722], [2.43108, 0.46748, -4.96815], [3.04488, 1.50781, -3.67822], [1.65169, 0.43830, -3.38704]], "forces_ev_per_angstrom": [[-0.8501, 0.6190, 0.0071], [-1.3732, 1.4234, -0.5590], [-0.1568, -1.7007, -0.3040], [-1.3016, 0.4204, 1.2568], [0.7008, 0.8481, 0.3547], [-1.2249, 0.1569, -0.2223], [-0.1064, -0.1051, -1.4945], [-0.0606, -0.5363, 0.8325], [-0.1273, -0.6188, -1.2554], [0.1345, 0.0046, 0.0110], [0.5055, -0.6569, -1.6178], [3.2252, -1.8453, 0.2568], [-3.8438, 5.5452, 0.6228], [-5.7078, -2.3448, 0.6859], [-0.9027, -3.5438, 0.4813], [-0.8083, -2.1741, 0.1383], [-0.2123, 1.6740, -1.9414], [4.4146, 2.4757, -0.4173], [-0.2662, -0.2540, -0.5518], [2.1935, -0.7804, 1.1742], [-1.5109, -1.7204, -0.5671], [0.6047, 1.1976, -2.1603], [0.6413, -2.0529, 0.3312], [1.7312, 1.7735, -0.3116], [-2.0388, -0.7024, -0.4278], [0.6752, 2.6371, -0.3430], [-0.9396, -2.3489, 0.1786], [2.4344, -0.5547, -0.5476], [-1.5966, -1.4380, 0.9594], [2.1173, -0.4049, 1.4569], [2.4514, 1.0314, 0.6049], [-1.4628, 0.9954, -1.5225], [1.5847, 0.9207, 1.4266], [-1.4367, -1.7524, 1.0482], [0.4023, 0.8603, -2.0126], [0.8383, 1.8830, 1.6773], [-1.2478, 1.8693, 1.5739], [-0.2821, -1.9418, 0.9656], [-1.6313, 2.2432, 0.3713], [1.5901, -0.1121, -1.7515], [-1.7859, 2.4459, 0.1577], [1.6352, -1.3505, -0.2386], [-0.2002, 0.4570, 1.3849], [0.8614, -1.4946, 0.3647], [0.6216, -2.1254, -0.9927], [0.5518, -0.4806, 2.3977], [1.1929, 1.5480, -1.5704], [0.1415, 0.0674, -0.0494], [0.0651, -0.0658, -0.0630], [-0.0788, 0.0185, 0.2636], [-0.0050, -0.1372, -0.0969], [-0.1245, 0.0166, -0.1143], [-0.1224, 0.0314, -0.0558], [0.0305, 0.0364, 0.1914], [-0.0685, -0.0417, -0.0809], [0.0590, 0.1815, 0.2367], [0.0511, 0.0575, -0.0399], [-0.0699, 0.0654, -0.0475], [-0.0363, -0.2195, -0.1128], [0.0708, 0.0838, 0.0942], [-0.0249, -0.0978, -0.0204], [0.0790, 0.0135, -0.0160]], "multiplicity": 1, "charge": 1, "relative_energy_kj_mol": 833.9, "lumo_ev": -3.3}

---

Entry 3:
{"formula": "C17H39BCl8NS2", "method": "ωB97M-V/def2-TZVPD", "elements": ["C", "C", "C", "N", "B", "C", "S", "C", "C", "C", "S", "C", "C", "H", "H", "H", "H", "H", "H", "H", "H", "H", "H", "H", "H", "H", "H", "H", "H", "H", "H", "H", "H", "H", "H", "H", "Cl", "C", "C", "Cl", "H", "H", "H", "H", "Cl", "C", "C", "Cl", "H", "H", "H", "H", "Cl", "C", "C", "Cl", "H", "H", "H", "H", "Cl", "C", "C", "Cl", "H", "H", "H", "H"], "positions_angstrom": [[-1.39210, -0.39312, -2.00343], [-0.55524, -0.64713, -0.71007], [-0.98552, 0.19458, 0.52405], [-0.83629, -0.50846, 1.80053], [-2.04603, -1.40279, 2.13201], [-1.53610, -2.46311, 3.30703], [-2.50938, -4.05719, 3.21990], [-1.68666, -4.85994, 1.77025], [-1.03696, -6.21024, 2.23157], [-3.30682, -0.47032, 2.74346], [-4.95492, -1.20068, 2.32585], [-5.71709, -0.21238, 0.98833], [-4.72931, 0.29647, -0.09389], [-2.11377, -1.19540, -2.19405], [-0.71725, -0.33763, -2.87920], [-1.87624, 0.58945, -1.92437], [0.48428, -0.35493, -0.93609], [-0.51260, -1.72333, -0.49095], [-2.01860, 0.56260, 0.48313], [-0.34289, 1.08986, 0.53032], [-0.01706, -1.10472, 1.73381], [-2.50597, -2.01056, 1.19275], [-1.56552, -2.04309, 4.32450], [-0.49162, -2.78198, 3.09684], [-0.88204, -4.19451, 1.42111], [-2.37561, -4.96623, 0.92463], [-1.48317, -6.49178, 3.19077], [0.03430, -6.03448, 2.40392], [-1.18563, -6.97105, 1.45341], [-3.19660, -0.50002, 3.84417], [-3.21439, 0.58089, 2.41986], [-6.42484, -0.88485, 0.47888], [-6.32475, 0.63761, 1.34382], [-3.93880, -0.44092, -0.28191], [-5.27704, 0.39983, -1.04952], [-4.31045, 1.28464, 0.13422], [1.74735, 4.00048, 0.11390], [0.89795, 4.92989, 1.37910], [0.08929, 4.03984, 2.29264], [-1.30559, 3.31832, 1.46254], [0.27249, 5.67150, 0.88720], [1.66215, 5.45280, 1.95410], [-0.30210, 4.62650, 3.12326], [0.69248, 3.22991, 2.69949], [1.66930, -5.66771, -4.20629], [1.12372, -4.00982, -3.83754], [1.47212, -3.59324, -2.42894], [0.52953, -4.49156, -1.21274], [0.05107, -3.96148, -4.01278], [1.61914, -3.34935, -4.54825], [1.24202, -2.53624, -2.28996], [2.52215, -3.74393, -2.21549], [3.97421, 8.36185, 0.20908], [4.05000, 6.95879, -0.88813], [5.42638, 6.77329, -1.48026], [5.84752, 8.07079, -2.62813], [3.29748, 7.09533, -1.66135], [3.78059, 6.08263, -0.30018], [5.46324, 5.83624, -2.03436], [6.19184, 6.74550, -0.70801], [4.04872, -1.90312, -3.21955], [3.53930, -0.22765, -2.88118], [3.89030, 0.20548, -1.47836], [2.90858, -0.64217, -0.26369], [2.46800, -0.15548, -3.06151], [4.05238, 0.40624, -3.60374], [3.68597, 1.26973, -1.36122], [4.94107, 0.03156, -1.25530]], "forces_ev_per_angstrom": [[0.8034, 0.0437, 0.2263], [-0.0873, 0.3346, -0.6718], [0.6427, -0.3726, 0.4244], [-0.0359, 0.2568, -0.3804], [-0.1453, 0.2678, 1.1162], [0.0159, -0.4509, -1.0762], [0.5698, 0.3253, -0.0943], [0.5271, 0.0271, 0.6514], [-0.3458, 0.8588, -0.4124], [0.4940, -0.2912, -0.3464], [-0.2620, 0.2612, 0.1904], [0.3937, 0.4345, -0.5061], [-0.5421, -0.2670, -0.3142], [-0.0784, 0.3528, 0.1460], [-0.3144, -0.0883, 0.1723], [-0.1665, -0.3243, -0.1268], [-0.4393, -0.1341, 0.0928], [-0.2968, 0.2526, 0.1761], [0.1526, -0.2135, -0.3181], [-0.1719, -0.1286, -0.1698], [0.1357, 0.1281, 0.0504], [0.1100, -0.3021, -0.6187], [-0.1430, -0.3547, -0.1700], [-0.3498, 0.1460, 0.3323], [-0.4431, 0.0021, 0.1509], [-0.0340, -0.1035, 0.3567], [0.0567, -0.2965, -0.3438], [-0.2462, -0.2584, -0.0712], [0.1961, -0.0498, 0.3523], [-0.4789, 0.2660, -0.3597], [-0.3138, -0.2791, 0.0999], [0.2354, -0.0356, 0.4029], [0.2879, -0.2393, 0.1432], [-0.0547, 0.2661, 0.2504], [0.1350, 0.1054, 0.2937], [0.0982, -0.3551, 0.1199], [0.0383, -0.0251, -0.1034], [-0.0255, 0.1668, 0.2533], [-0.0571, -0.0654, 0.0443], [-0.0471, 0.2858, 0.0773], [-0.0231, -0.1047, -0.0657], [0.0143, -0.0657, 0.0023], [0.0446, 0.0676, -0.0470], [-0.0230, -0.0338, -0.0912], [0.0044, -0.0668, -0.0305], [-0.0341, 0.2516, 0.0065], [-0.2217, -0.0543, 0.0425], [-0.0173, -0.0281, -0.0098], [0.0151, -0.0934, 0.0724], [0.0598, -0.0207, 0.0519], [-0.0494, -0.0244, 0.0025], [-0.0178, -0.1192, 0.0519], [-0.0112, 0.0544, 0.0054], [0.0024, -0.1674, -0.0139], [-0.0461, -0.1308, 0.0493], [0.0345, 0.0358, -0.0014], [0.0449, 0.0675, 0.0063], [0.0445, -0.0061, -0.0200], [-0.0700, 0.0264, -0.0093], [-0.0296, 0.0931, -0.0061], [0.2196, 0.1474, -0.1218], [0.0113, 0.2436, -0.0791], [-0.0189, 0.0590, 0.0534], [0.2964, -0.0791, 0.1025], [0.0102, -0.0862, 0.0753], [0.0320, -0.0167, 0.0359], [-0.0530, -0.0133, -0.0699], [-0.0322, -0.0820, -0.0327]], "multiplicity": 1, "charge": -1, "lumo_ev": 1.6}

---

Computed values of orbital gap (unit: eV) for the preceding records, in sequence: 5.0; 8.4; 5.3.
Computed values of HOMO (unit: eV) for the preceding records, in sequence: -1.4; -11.7; -3.7.
Computed values of E_tot (unit: hartree) for the preceding records, in sequence: -3533.81505; -1094.17278; -5228.68853.